Density functional theory data (ωB97M-V with the def2-TZVPD basis set) for a 13-piece molecular cluster, C86H176F12N7O17S3 overall.

```
! wB97M-V def2-TZVPD RIJCOSX def2/J DEFGRID3
* xyz 1 1
C 2.653 5.789 2.331
C 3.197 4.729 3.296
C 3.256 4.922 4.835
C 1.817 4.852 5.496
N 1.696 5.565 6.761
C 0.191 5.227 7.257
C -0.487 6.602 7.158
C 0.647 7.629 7.436
C 1.741 7.036 6.572
C 2.715 4.991 7.772
C 2.603 3.497 7.982
C 2.738 3.089 9.476
H 3.007 5.710 1.310
H 3.044 6.771 2.551
H 1.585 5.789 2.301
H 4.233 4.508 3.139
H 2.658 3.819 3.022
H 3.824 5.855 5.007
H 3.923 4.056 5.138
H 1.580 3.769 5.563
H 1.134 5.249 4.807
H 0.253 4.852 8.212
H -0.187 4.404 6.620
H -1.305 6.796 7.863
H -0.898 6.857 6.177
H 0.959 7.662 8.505
H 0.291 8.619 7.260
H 2.737 7.345 6.881
H 1.758 7.142 5.485
H 2.545 5.599 8.641
H 3.710 5.346 7.402
H 3.415 3.097 7.313
H 1.712 3.106 7.529
H 3.641 3.518 9.980
H 2.821 2.016 9.518
H 1.895 3.313 10.075
C -0.061 -7.338 -3.310
C -0.597 -5.912 -3.591
C -1.721 -5.973 -4.622
C -2.309 -4.628 -4.975
N -3.106 -4.007 -3.892
C -3.843 -2.834 -4.590
C -4.079 -1.881 -3.351
C -2.741 -1.956 -2.588
C -2.248 -3.380 -2.759
C -4.084 -4.886 -3.233
C -5.015 -5.617 -4.234
C -5.297 -7.168 -3.920
H 0.201 -7.759 -4.253
H -0.744 -7.981 -2.857
H 0.860 -7.252 -2.676
H 0.147 -5.180 -3.970
H -1.007 -5.400 -2.650
H -2.560 -6.577 -4.253
H -1.496 -6.516 -5.527
H -2.943 -4.801 -5.829
H -1.572 -3.896 -5.225
H -4.638 -3.261 -5.182
H -3.097 -2.433 -5.263
H -4.834 -2.328 -2.765
H -4.426 -0.839 -3.574
H -3.028 -1.788 -1.530
H -2.057 -1.186 -3.031
H -2.403 -3.866 -1.843
H -1.254 -3.281 -3.194
H -4.564 -4.287 -2.397
H -3.602 -5.609 -2.549
H -4.604 -5.632 -5.267
H -5.964 -5.133 -4.336
H -5.675 -7.281 -2.927
H -4.495 -7.846 -4.261
H -6.172 -7.300 -4.542
C 8.291 -1.335 0.210
C 7.136 -0.488 -0.232
C 6.712 -0.845 -1.659
C 5.501 -0.047 -2.024
N 5.078 -0.169 -3.547
C 6.115 0.534 -4.353
C 5.369 1.249 -5.465
C 3.889 1.307 -5.150
C 3.818 0.420 -3.831
C 5.138 -1.636 -3.904
C 4.196 -2.547 -3.152
C 4.307 -3.959 -3.716
H 9.136 -1.244 -0.451
H 7.875 -2.369 0.056
H 8.760 -1.186 1.180
H 7.342 0.542 -0.271
H 6.367 -0.717 0.467
H 6.578 -1.937 -1.683
H 7.587 -0.639 -2.286
H 5.612 1.045 -1.955
H 4.586 -0.329 -1.497
H 6.934 -0.105 -4.664
H 6.469 1.323 -3.629
H 5.537 0.723 -6.389
H 5.688 2.295 -5.527
H 3.298 0.846 -5.941
H 3.494 2.290 -4.919
H 3.001 -0.284 -3.912
H 3.583 1.044 -2.985
H 6.241 -1.945 -3.783
H 4.964 -1.663 -4.956
H 3.220 -2.213 -3.353
H 4.346 -2.665 -2.061
H 5.190 -4.456 -3.402
H 4.119 -4.187 -4.766
H 3.494 -4.542 -3.336
C -0.121 -3.623 1.289
C -0.518 -3.079 -0.002
C 0.314 -1.894 -0.484
C -0.341 -0.599 -0.104
N 0.654 0.509 0.054
C 1.856 0.302 1.026
C 2.178 1.727 1.583
C 1.014 2.619 1.122
C -0.033 1.634 0.699
C 1.231 0.849 -1.272
C 0.195 1.101 -2.365
C 0.891 1.795 -3.570
H -0.721 -4.470 1.576
H -0.115 -2.839 2.060
H 0.916 -3.974 1.170
H -1.586 -2.719 0.011
H -0.497 -3.789 -0.796
H 0.548 -1.988 -1.554
H 1.313 -1.847 0.012
H -0.862 -0.652 0.869
H -1.002 -0.239 -0.815
H 2.749 -0.189 0.551
H 1.558 -0.310 1.832
H 3.062 2.131 1.136
H 2.296 1.782 2.717
H 1.239 3.197 0.247
H 0.655 3.323 1.937
H -0.810 2.028 0.103
H -0.465 1.228 1.602
H 1.842 0.014 -1.573
H 1.814 1.728 -1.119
H -0.463 1.875 -2.013
H -0.421 0.222 -2.615
H 1.523 1.069 -4.094
H 1.323 2.710 -3.264
H 0.113 2.031 -4.292
C -2.609 5.457 -9.677
C -1.452 4.399 -9.553
C -1.237 3.811 -8.101
C -2.624 3.639 -7.371
N -2.708 2.999 -6.057
C -2.414 1.503 -6.257
C -3.625 0.979 -6.961
C -4.691 1.690 -6.091
C -4.127 3.001 -5.598
C -1.829 3.713 -5.032
C -2.254 5.236 -4.934
C -1.754 5.958 -3.640
H -3.565 4.922 -9.682
H -2.634 5.978 -10.636
H -2.613 6.126 -8.831
H -0.513 4.861 -9.908
H -1.776 3.666 -10.276
H -0.558 4.417 -7.490
H -0.718 2.831 -8.099
H -3.183 3.036 -8.116
H -3.009 4.585 -7.128
H -2.394 1.181 -5.166
H -1.410 1.418 -6.644
H -3.606 -0.096 -6.834
H -3.685 1.185 -7.995
H -4.749 1.085 -5.211
H -5.607 1.912 -6.486
H -4.150 3.065 -4.491
H -4.702 3.871 -6.000
H -0.797 3.558 -5.289
H -1.905 3.327 -4.038
H -3.355 5.265 -4.811
H -1.984 5.931 -5.699
H -2.238 5.446 -2.784
H -2.132 6.966 -3.625
H -0.678 6.054 -3.577
C -8.364 -0.735 -1.008
C -6.910 -0.800 -1.348
C -5.920 -1.171 -0.234
C -5.603 -0.076 0.729
N -4.705 -0.502 1.946
C -3.392 -1.171 1.581
C -3.045 -1.868 2.835
C -4.393 -2.380 3.445
C -5.443 -1.573 2.695
C -4.409 0.605 2.887
C -3.689 1.786 2.233
C -2.907 2.722 3.183
H -8.704 -1.568 -0.443
H -9.029 -0.760 -1.920
H -8.657 0.243 -0.592
H -6.617 0.148 -1.762
H -6.605 -1.525 -2.110
H -5.000 -1.463 -0.701
H -6.325 -2.024 0.329
H -6.511 0.402 1.208
H -5.079 0.656 0.114
H -2.751 -0.369 1.322
H -3.545 -1.904 0.736
H -2.456 -1.205 3.498
H -2.292 -2.645 2.618
H -4.457 -2.302 4.571
H -4.533 -3.454 3.164
H -6.190 -1.050 3.320
H -5.892 -2.168 1.966
H -3.853 0.184 3.739
H -5.349 0.977 3.394
H -4.407 2.421 1.667
H -2.957 1.445 1.584
H -3.669 3.175 3.855
H -2.224 3.328 2.665
H -2.273 2.187 3.899
C 5.336 1.554 2.393
C 4.813 1.298 3.859
C 4.259 -0.130 3.950
C 4.020 -0.462 5.390
N 3.242 -1.749 5.588
C 4.058 -2.958 5.319
C 3.057 -4.082 5.200
C 1.758 -3.397 4.673
C 2.084 -1.938 4.583
C 2.582 -1.724 6.955
C 3.285 -1.042 8.124
C 2.999 -1.787 9.460
H 6.236 0.936 2.298
H 5.618 2.575 2.079
H 4.607 1.104 1.717
H 4.105 2.059 4.159
H 5.710 1.410 4.533
H 4.729 -0.984 3.432
H 3.273 -0.147 3.492
H 3.438 0.359 5.800
H 4.971 -0.625 5.924
H 4.797 -3.050 6.129
H 4.465 -2.804 4.315
H 2.853 -4.514 6.195
H 3.430 -4.832 4.494
H 0.885 -3.547 5.308
H 1.575 -3.908 3.727
H 1.237 -1.309 4.802
H 2.376 -1.601 3.656
H 2.339 -2.706 7.211
H 1.614 -1.269 6.807
H 2.942 0.019 8.187
H 4.311 -1.143 7.961
H 3.679 -1.519 10.357
H 3.188 -2.825 9.171
H 1.953 -1.771 9.757
C -4.708 -4.843 0.059
O -5.552 -4.863 1.206
O -4.606 -3.689 -0.490
C -3.439 -5.395 0.635
F -3.501 -6.773 0.830
F -2.367 -5.176 -0.149
F -3.099 -4.810 1.785
C -6.793 -5.643 1.076
C -7.947 -5.022 0.393
H -7.591 -4.471 -0.584
H -8.583 -5.815 -0.009
H -8.486 -4.237 0.930
H -7.014 -5.844 2.137
H -6.541 -6.625 0.592
H -5.177 -5.686 -0.547
O -4.517 2.383 -2.262
C -3.372 1.680 -1.988
O -3.158 1.487 -0.760
O -2.740 1.333 -2.990
H -4.835 2.661 -1.365
O 1.272 -0.992 -5.644
C 0.240 -1.711 -5.159
O 0.294 -1.877 -3.929
O -0.653 -2.117 -5.905
H 1.312 -0.858 -6.599
C 4.436 -4.754 0.688
F 3.436 -5.122 -0.124
F 4.519 -5.644 1.639
F 5.548 -4.828 -0.040
S 4.258 -3.073 1.252
O 3.158 -3.101 2.208
O 5.546 -2.768 1.824
O 3.963 -2.232 0.114
C 3.431 5.256 -2.393
F 3.957 6.422 -2.377
F 2.218 5.416 -1.882
F 3.208 4.850 -3.630
S 4.387 3.907 -1.499
O 5.259 3.383 -2.539
O 5.019 4.476 -0.361
O 3.326 3.019 -1.206
C -1.234 0.680 6.375
F -2.347 0.536 5.741
F -1.436 1.495 7.466
F -0.909 -0.587 6.760
S 0.064 1.322 5.213
O 1.288 1.137 6.015
O 0.034 0.476 4.044
O -0.329 2.709 4.986
*
```

Values from the calculation:
Lowest unoccupied orbital energy in eV: -1.4
Total energy in eV: -202382.2703